[1]
{"formula": "C3H6N", "method": "ωB97M-V/def2-TZVPD", "elements": ["C", "C", "C", "N", "H", "H", "H", "H", "H", "H"], "positions_angstrom": [[0.34, 0.87, 2.42], [-0.11, 0.75, 1.24], [0.16, -0.83, -1.76], [-0.74, -0.28, -0.92], [-0.34, 0.50, 3.17], [1.25, 1.19, 3.02], [0.90, -0.12, -2.11], [0.26, -1.89, -1.47], [-0.60, -0.88, -2.59], [-1.12, 0.69, -1.02]], "nbo_charge": [-0.73, 0.33, -0.48, -0.16, 0.35, 0.35, 0.27, 0.28, 0.38, 0.41], "homo_ev": [-15.944, -15.944], "gap_ev": [8.4, 8.4], "charge": 1, "lumo_ha": [-0.2771, -0.2771]}

***

[2]
{"formula": "C3H6N2", "method": "ωB97M-V/def2-TZVPD", "elements": ["N", "C", "C", "C", "N", "H", "H", "H", "H", "H", "H"], "positions_angstrom": [[1.08, -1.19, -0.75], [1.36, 0.08, -0.50], [-0.88, 0.33, -0.27], [-1.29, 0.50, 1.07], [0.40, 0.98, -0.37], [1.89, -1.80, -0.62], [-0.51, -0.86, -0.38], [2.38, 0.43, -0.34], [-1.63, 0.47, -1.07], [-0.78, 1.21, 1.70], [-2.01, -0.17, 1.54]], "nbo_charge": [-0.73, 0.22, -0.37, -0.13, -0.45, 0.36, 0.33, 0.17, 0.23, 0.20, 0.18], "homo_ev": [-8.875, -7.950], "gap_ev": [8.4, 6.3], "charge": 0, "lumo_ha": [-0.0179, -0.0607]}

***

[3]
{"formula": "C3H6N2", "method": "ωB97M-V/def2-TZVPD", "elements": ["C", "C", "N", "C", "N", "H", "H", "H", "H", "H", "H"], "positions_angstrom": [[1.35, 0.10, 0.08], [-0.11, 0.09, -0.40], [-0.86, -0.93, 0.31], [-0.73, 1.44, -0.29], [-1.29, 2.45, -0.21], [1.89, 0.99, -0.26], [1.38, 0.07, 1.17], [1.85, -0.79, -0.30], [-0.12, -0.16, -1.47], [-1.83, -0.91, 0.03], [-0.84, -0.72, 1.31]], "nbo_charge": [-0.60, -0.15, -0.80, 0.25, -0.33, 0.22, 0.21, 0.23, 0.23, 0.37, 0.36], "homo_ev": -10.407, "smiles": "C[C@@H](N)C#N", "gap_ev": 11.3, "charge": 0, "lumo_ha": 0.0322}

***

[4]
{"formula": "C3H6N2", "method": "ωB97M-V/def2-TZVPD", "elements": ["C", "C", "C", "N", "N", "H", "H", "H", "H", "H", "H"], "positions_angstrom": [[0.14, 0.88, 0.19], [0.40, -0.27, 0.40], [-0.18, 2.22, -0.34], [-0.25, -2.56, 0.40], [0.84, -1.60, 0.52], [-0.88, 2.26, -1.27], [-0.68, 2.77, 0.52], [0.63, 2.84, -0.58], [-1.09, -2.28, 0.90], [-0.56, -2.61, -0.63], [1.62, -1.65, -0.11]], "nbo_charge": [-0.08, 0.11, -0.67, -0.65, -0.48, 0.23, 0.23, 0.23, 0.37, 0.33, 0.39], "homo_ev": -8.474, "smiles": "CC#CNN", "gap_ev": 9.4, "charge": 0, "lumo_ha": 0.0323}

***

Table of ΔE to the lowest compared entry with this formula, charge and spin (kJ/mol), in record order: 678.8; 455.5; 41.6; 362.9